# 1
DFT (the ωB97M-V functional and the def2-TZVPD basis) results for the ion C10H23N2 with charge +1.

Last columns: bonded neighbours and bond lengths (Å).
Atoms and positions in Å:
1 C -1.73666 1.79626 0.30395  C11 1.625, H13 1.153, H18 1.103, H23 1.066
2 H -3.15849 -1.40747 0.10840  C25 1.043
3 C 1.98146 0.98713 -1.37372  H5 1.193, C14 1.584, H16 1.129, H29 1.089
4 H -0.77790 0.16406 2.17669  C30 1.075
5 H 3.10026 1.35440 -1.56609  C3 1.193
6 H -1.04033 -0.18892 -2.16837  C24 1.151
7 C -0.57659 -1.88891 -0.22372  H15 1.059, N21 1.466, H27 1.172, H33 1.089
8 H 3.63177 -1.02895 -0.33012  C19 1.104
9 N 0.50983 0.26618 0.50633  C14 1.459, N21 1.368, C30 1.405
10 H 2.30768 2.12437 0.82817  C17 1.117
11 C -1.82503 0.22087 -0.08369  C1 1.625, N21 1.487, C24 1.518, C25 1.475
12 H -2.77076 -0.66094 -1.86944  C24 1.104
13 H -0.67007 2.01752 -0.07250  C1 1.153
14 C 1.88796 0.25246 0.02622  C3 1.584, N9 1.459, C17 1.587, C19 1.591
15 H 0.20961 -2.39938 0.26996  C7 1.059
16 H 1.95023 0.37961 -2.32436  C3 1.129
17 C 2.67749 1.10755 1.10583  H10 1.117, C14 1.587, H31 1.151, H34 1.096
18 H -1.57619 2.12277 1.34568  C1 1.103
19 C 2.56556 -1.18287 -0.08840  H8 1.104, C14 1.591, H28 1.159, H35 1.084
20 H 0.28897 -1.26328 2.11651  C30 1.056
21 N -0.59111 -0.51761 0.29475  C7 1.466, N9 1.368, C11 1.487, C30 1.456
22 H -2.47428 1.05796 -1.92882  C24 1.148
23 H -2.53693 2.38101 -0.08839  C1 1.066
24 C -1.99674 0.07267 -1.58478  H6 1.151, C11 1.518, H12 1.104, H22 1.148
25 C -2.92541 -0.50561 0.57828  H2 1.043, C11 1.475, H26 1.090, H32 1.104
26 H -3.87898 0.00773 0.69898  C25 1.090
27 H -0.40795 -1.88621 -1.38376  C7 1.172
28 H 2.48336 -1.82308 0.87413  C19 1.159
29 H 1.24537 1.74150 -1.64648  C3 1.089
30 C -0.02940 -0.38069 1.63099  H4 1.075, N9 1.405, H20 1.056, N21 1.456
31 H 3.82670 1.06729 1.06160  C17 1.151
32 H -2.76829 -0.74454 1.64437  C25 1.104
33 H -1.48940 -2.45928 -0.05622  C7 1.089
34 H 2.39533 0.94744 2.15278  C17 1.096
35 H 2.16893 -1.73105 -0.93474  C19 1.084

Relative energy (zero: lowest compared OMol25 entry of this formula, charge and spin)   3.023 eV
E_HOMO   -0.506 Ha
Frontier orbital gap   0.418 Ha
Net charge   +1
Electronic energy   -503.94119 Ha

# 2
DFT (the ωB97M-V functional and the def2-TZVPD basis) results for the ion C8H10N3 with charge +1.

Last columns: bonded neighbours and bond lengths (Å).
Atoms and positions in Å:
1 H 3.17586 1.11996 -1.04154  C9 1.080
2 C -0.76577 1.30656 -0.01519  C17 1.406, C18 1.571, N21 1.304
3 H -1.31754 -2.85642 0.41913  C15 1.028
4 H -2.80437 -1.28276 -0.15760  N14 1.007
5 H 2.94750 2.17740 0.33410  C9 1.049
6 H -0.81445 -0.23440 -1.60164  C18 1.156
7 H 1.84812 -1.21901 0.31051  C11 0.991
8 C 1.41682 0.76196 -0.02506  C9 1.535, C11 1.407, N21 1.370
9 C 2.89217 1.18464 -0.00103  H1 1.080, H5 1.049, C8 1.535, H20 1.071
10 C -2.96718 0.88241 0.14038  H13 1.154, N14 1.373, C17 1.438
11 C 1.09204 -0.58491 0.22095  H7 0.991, C8 1.407, N19 1.319
12 H 0.43336 -2.81058 0.95879  C15 1.081
13 H -4.08640 1.16434 0.14116  C10 1.154
14 N -2.44226 -0.34344 -0.18580  H4 1.007, C10 1.373, C18 1.436
15 C -0.41382 -2.36843 0.45363  H3 1.028, H12 1.081, N19 1.335
16 H -2.09690 3.02971 0.19618  C17 1.084
17 C -2.00452 1.95046 0.15378  C2 1.406, C10 1.438, H16 1.084
18 C -1.04526 -0.17039 -0.47037  C2 1.571, H6 1.156, N14 1.436, N19 1.454
19 N -0.12033 -1.09966 0.15890  C11 1.319, C15 1.335, C18 1.454
20 H 3.41496 0.39266 0.49516  C9 1.071
21 N 0.46245 1.74426 0.02072  C2 1.304, C8 1.370

Relative energy (zero: lowest compared OMol25 entry of this formula, charge and spin)   1.917 eV
E_HOMO (alpha / beta)   -0.448 / -0.448 Ha
Frontier orbital gap (alpha / beta)   0.253 / 0.253 Ha
Net charge   +1
Electronic energy   -474.75719 Ha

# 3
DFT (the ωB97M-V functional and the def2-TZVPD basis) results for a cluster of 2 separate species, C5H14N2O in total.

Last columns: bonded neighbours and bond lengths (Å).
Atoms and positions in Å:
1 H -2.00676 2.56023 0.53290  C4 1.095
2 C -2.28085 0.45688 0.26750  C4 1.532, H12 1.088, H14 1.099, H20 1.107
3 H -0.36108 -2.94541 -0.60856  O15 0.968
4 C -1.44916 1.73043 0.08574  H1 1.095, C2 1.532, C6 1.541, H18 1.087
5 H 1.00766 0.97894 -1.52673  C17 1.083
6 C -0.17525 1.62217 0.94613  C4 1.541, H13 1.089, H19 1.107, C22 1.486
7 H 2.56530 -1.30483 -0.42590  N21 1.005
8 N 0.92968 -0.50446 1.52198  H9 1.005, H10 1.006, C22 1.425
9 H 0.80085 -1.44768 1.20082  N8 1.005
10 H 0.52995 -0.24193 2.40716  N8 1.006
11 H -1.43103 -2.74714 -1.60019  O15 0.964
12 H -2.09941 -0.32163 -0.47090  C2 1.088
13 H -0.47150 1.48372 1.98534  C6 1.089
14 H -2.20920 0.00322 1.26641  C2 1.099
15 O -0.50083 -2.52862 -1.47145  H3 0.968, H11 0.964
16 H 2.49894 -0.57812 -1.95554  N21 0.986
17 C 1.23827 0.34846 -0.67627  H5 1.083, N21 1.394, C22 1.335
18 H -1.08793 1.80075 -0.93715  C4 1.087
19 H 0.28691 2.62549 0.87210  C6 1.107
20 H -3.38401 0.54592 0.28023  C2 1.107
21 N 2.10036 -0.67773 -1.05904  H7 1.005, H16 0.986, C17 1.394
22 C 0.73835 0.51938 0.54940  C6 1.486, N8 1.425, C17 1.335

Relative energy (zero: lowest compared OMol25 entry of this formula, charge and spin)   2.286 eV
E_HOMO   -0.246 Ha
Frontier orbital gap   0.272 Ha
Electronic energy   -383.61671 Ha

# 4
DFT (the ωB97M-V functional and the def2-TZVPD basis) results for a cluster of 2 separate species, C4H8O2 in total.

Last columns: bonded neighbours and bond lengths (Å).
Atoms and positions in Å:
1 O 2.08505 -0.99395 0.77981  C12 1.208
2 H -0.71755 1.12895 0.08865  O7 0.969
3 C -0.82623 -0.89896 -1.37904  H8 1.088, C9 1.331, H10 1.088
4 H -2.77060 -0.74870 -0.55428  C9 1.088
5 C 1.17670 1.21311 0.42257  H6 1.099, O7 1.405, C12 1.517, H14 1.097
6 H 1.47369 1.07496 -0.62686  C5 1.099
7 O -0.12540 1.71596 0.58332  H2 0.969, C5 1.405
8 H 0.20715 -1.21032 -1.23813  C3 1.088
9 C -1.73249 -1.04187 -0.41441  C3 1.331, H4 1.088, H11 1.088
10 H -1.08673 -0.47829 -2.34765  C3 1.088
11 H -1.47507 -1.47914 0.54825  C9 1.088
12 C 1.36450 -0.10078 1.15758  O1 1.208, C5 1.517, H13 1.112
13 H 0.76969 -0.18267 2.09383  C12 1.112
14 H 1.85937 1.94861 0.86670  C5 1.097

Relative energy (zero: lowest compared OMol25 entry of this formula, charge and spin)   2.255 eV
E_HOMO   -0.363 Ha
Frontier orbital gap   0.398 Ha
Electronic energy   -307.62958 Ha